C47H94O32 | ωB97M-V/def2-TZVPD

Geometry as XYZ:
```
173
Properties=species:S:1:pos:R:3:forces:R:3
O 5.075 -1.080 -2.003 -0.3967 -0.1203 0.0061
O -2.183 -6.210 -0.012 -0.1553 -0.6253 0.0269
O 1.288 2.370 -6.708 -0.4442 -0.0562 0.0775
O 1.111 6.936 1.482 -0.7249 -0.2617 1.3437
O 2.785 3.675 4.081 0.5208 -0.2590 -0.0390
O -0.243 0.031 -1.304 0.5343 0.3879 -0.1346
O 3.026 -5.143 2.520 0.2692 -0.1777 0.0265
O -0.614 -2.554 6.561 -0.6504 -0.4136 0.7058
O 0.683 0.832 -5.315 -0.2351 0.0211 -0.2168
O -3.646 4.335 0.345 0.1047 -0.5250 0.0156
O 1.080 2.538 3.207 -3.1077 -1.3537 0.3095
O -3.268 2.974 2.148 -0.7832 -0.1622 -0.3118
O 4.015 -4.796 0.661 -0.0588 -0.6341 0.3370
O -4.128 3.716 -4.494 -0.2206 0.3925 0.1778
O -5.003 2.623 0.978 0.0867 -0.2211 -0.5450
O -3.473 -4.589 -0.909 0.2002 0.9076 0.8710
O 4.306 -1.664 5.079 0.6451 -0.5854 0.2583
O -2.464 -1.645 -6.664 1.0041 -0.2824 -2.0554
O 1.523 6.535 -0.639 2.0501 0.1344 -3.1614
O -5.627 -1.026 3.488 -0.5562 -0.5284 0.7470
O -4.154 -1.169 -5.312 -0.9917 0.6415 0.2051
O 2.303 2.303 -4.723 0.6866 0.2444 1.1521
O 2.908 3.000 2.023 0.3404 -0.1513 -0.4805
O -1.273 -0.798 5.593 -0.6977 1.0454 -0.1714
O 2.316 -3.071 -4.339 0.3811 0.9387 -0.7725
O -2.168 -4.105 0.774 -0.1770 0.1533 0.3371
O -0.365 5.873 0.326 -0.7718 -0.3569 0.9485
O -2.223 -1.759 -4.480 1.0769 0.0147 0.6852
O 2.172 -3.552 1.177 -0.3046 0.8199 -0.4605
O 0.360 -3.581 -3.723 -0.7787 0.6175 -0.6443
O -0.049 -2.287 4.422 0.6257 -0.4317 -1.6348
O 2.073 -4.862 -3.026 0.8826 -1.7973 1.3263
C 0.425 -1.012 -0.563 -0.8530 -0.1056 -1.0593
C 6.168 -0.095 -0.146 -0.2909 -0.2554 0.1771
C -2.586 -5.083 -0.023 0.1709 -0.1764 -0.6626
C 2.995 0.097 4.151 0.8454 -0.5521 -0.5720
C -1.061 0.753 -0.405 -0.6340 -0.3627 0.5618
C -1.959 3.387 -3.654 -1.3563 -0.7412 0.1430
C 0.656 -0.424 0.820 -0.1838 -1.0286 0.3018
C -2.035 3.494 2.561 1.5959 0.1660 0.1583
C 2.145 3.707 5.357 -0.2439 0.4374 0.1382
C -5.570 -0.090 2.428 1.7193 -0.5160 -0.2149
C 3.056 0.194 5.666 -0.0715 0.1873 0.8350
C -1.317 0.193 4.547 0.5459 -0.2054 -0.1608
C -3.407 3.195 -5.600 0.2594 0.0386 0.2818
C 3.392 -1.244 6.077 -0.9702 0.1666 -0.5470
C -2.910 -1.525 -5.585 -0.4813 0.0925 1.5976
C 4.525 -3.917 -0.321 -0.6410 1.4548 0.3398
C 2.214 7.803 1.562 0.4690 1.0151 -1.0370
C -0.874 5.286 -0.868 0.1522 0.1072 -0.1838
C 4.125 -0.270 -1.270 0.6247 0.1639 0.1782
C -4.387 -1.741 3.640 -0.2398 0.7071 -0.5846
C 2.145 3.013 3.115 2.4153 1.1577 -0.3836
C -1.228 -4.430 1.824 0.7900 0.4813 0.0419
C -3.453 3.351 -3.308 0.3056 0.0495 -0.0778
C 3.751 -3.083 -4.301 -0.2767 -0.6816 1.0502
C 1.485 1.875 -5.475 -0.1222 -0.3695 -1.2162
C -2.735 -1.464 -3.165 -0.6579 -0.6450 -0.6843
C 2.339 2.398 0.828 -0.6277 0.8657 0.4168
C -3.723 -1.636 2.253 -0.2285 0.2243 1.4606
C -0.596 -4.321 -3.008 0.1672 -1.4082 0.9910
C -4.179 -5.461 -1.784 0.9112 -0.2637 -0.2353
C -0.206 -3.903 6.514 1.3342 -0.7559 -0.5280
C -4.939 -0.831 -6.457 -0.7359 -0.3886 0.0959
C -4.115 -0.221 1.946 -0.2799 1.2345 -0.7290
C -1.977 2.924 -5.110 0.0972 0.1755 -0.0087
C 1.635 -3.947 -3.622 -0.5588 1.3773 -1.0005
C 2.980 -4.401 1.409 0.8573 -0.6989 0.5343
C -3.918 3.397 1.048 -0.0819 0.2889 1.0928
C 2.229 -4.770 3.638 -0.4468 0.3340 0.1275
C 4.995 0.770 -0.590 -0.1657 0.2523 0.6131
C 6.376 -0.925 -1.440 0.1551 1.2189 1.2806
C 3.864 -1.187 3.823 -1.1754 0.8918 0.1480
C -5.820 2.796 -0.185 -0.2146 0.9074 0.0340
C 2.161 3.434 -7.097 0.8407 -0.9015 0.1331
C -0.597 -1.912 5.406 -0.3301 0.5067 0.9682
C -0.383 0.705 0.975 0.4314 -0.0157 -0.2012
C 0.821 6.444 0.287 -1.1084 -0.0179 1.6821
C 0.915 -0.028 -4.197 0.1444 0.4700 0.7619
H 4.485 1.283 0.232 0.2351 -0.2662 -0.1194
H -3.404 3.937 -6.394 -0.3300 -0.0492 -0.1528
H -0.244 -5.350 -2.904 0.0953 0.0545 0.2929
H 5.866 -0.724 0.704 -0.1600 -0.0909 -0.2777
H 2.166 0.584 6.177 -0.2184 -0.3664 -0.4040
H -1.228 3.494 -5.652 0.0287 -0.2983 -0.3825
H -3.478 -5.996 -2.428 -0.0023 -0.1256 0.1401
H -4.614 -2.748 3.978 -0.0072 -0.0472 0.0210
H -4.770 -6.178 -1.225 -0.2295 0.0164 -0.0113
H 5.308 1.540 -1.303 0.0407 -0.1171 -0.0306
H 4.737 -2.966 0.179 0.1227 0.0489 -0.1428
H 4.132 -4.014 -4.720 0.0415 0.1547 -0.2075
H 3.192 3.062 -7.155 -0.1530 -0.0737 0.0630
H 3.632 -0.890 -0.502 -0.0971 0.0595 -0.2777
H -3.734 2.331 -2.997 -0.1269 0.0965 0.0705
H -4.457 -0.094 -7.091 0.1592 -0.0449 0.0011
H 2.099 -5.673 4.226 -0.0932 -0.0409 -0.0426
H 2.229 2.784 5.930 0.0977 -0.1541 -0.4033
H -0.013 -0.535 -3.971 -0.0664 -0.2552 -0.3793
H -6.145 3.837 -0.235 0.0416 -0.0097 -0.0776
H 3.238 -1.902 3.270 0.0575 -0.1924 0.3411
H -3.992 0.129 0.918 -0.0148 -0.3147 -0.0534
H -1.227 3.214 1.882 -0.1842 0.1138 -0.2194
H -0.561 -4.445 5.635 -0.3673 0.2747 0.0477
H -3.680 -2.004 -3.073 0.0029 0.2491 0.3503
H -1.103 0.556 1.778 -0.0263 -0.2068 -0.1457
H 2.171 8.516 0.729 -0.0235 -0.0574 0.1259
H 0.165 1.613 1.229 -0.6068 -0.2488 -0.1032
H 3.394 0.194 -1.934 0.0241 -0.3836 -0.2156
H 3.760 -1.353 7.095 0.5709 -0.0239 -0.2332
H 6.855 -1.875 -1.216 -0.0793 -0.1771 -0.3746
H -0.918 -0.218 3.618 0.1353 0.0235 0.2181
H -5.180 -1.738 -7.014 0.2681 0.1053 -0.1705
H -1.577 -4.017 2.773 -0.3585 -0.0827 -0.2446
H 2.485 -1.881 6.013 0.1039 0.2761 0.0034
H 0.888 -3.945 6.436 -0.1090 -0.0049 0.1735
H 4.708 -0.956 3.175 0.2544 0.0020 0.2828
H -3.550 0.501 2.545 0.2267 -0.2915 -0.0322
H -2.015 -1.874 -2.468 0.1467 0.1305 0.0297
H 2.137 8.378 2.476 -0.0314 -0.2739 0.2763
H -0.717 -3.887 -2.015 -0.0558 -0.0467 0.0649
H -5.881 -0.450 -6.069 0.1144 0.1780 0.0792
H -0.997 -5.487 1.932 -0.4464 -0.1004 -0.2973
H 3.830 0.894 5.999 0.2883 -0.3310 -0.1740
H -1.469 2.640 -3.032 0.5890 0.4876 0.1898
H 1.271 -4.341 3.342 -0.0075 -0.1822 -0.0892
H -0.724 1.046 4.879 0.0223 -0.0841 -0.1502
H 6.996 -0.282 -2.073 0.0618 -0.4774 -0.4065
H 1.324 2.783 0.676 0.3988 0.2361 -0.0170
H -3.772 -1.214 4.380 -0.0193 -0.2513 0.1047
H -2.051 0.260 -0.349 0.1846 0.0819 0.0383
H -1.785 1.857 -5.186 0.3849 0.0120 -0.0280
H 1.865 3.667 -8.112 -0.2480 0.5618 0.1288
H 7.020 0.459 0.246 0.2189 0.0501 -0.5269
H -4.204 -2.359 1.601 0.4755 -0.1225 -0.3439
H -2.882 -0.396 -3.011 0.0747 0.0246 -0.0626
H -6.262 -0.379 1.636 -0.3290 0.2554 0.1291
H -0.510 -4.424 7.412 -0.2336 0.2730 0.2104
H 3.179 7.313 1.458 -0.0620 -0.3550 0.2737
H 2.954 2.720 -0.003 0.1564 -0.0448 0.0763
H 2.241 1.313 0.889 0.6606 0.7409 0.2180
H -0.215 -1.908 -0.648 -0.1347 0.1679 0.8367
H -4.755 -4.800 -2.420 -0.3545 -0.0507 0.1417
H 3.501 0.935 3.669 -0.3998 0.1551 0.0135
H -1.248 1.778 -0.741 0.3030 -0.1173 -0.3159
H 4.059 -3.023 -3.256 0.1520 0.0050 -0.1142
H 3.782 -3.700 -1.082 0.0745 -0.2755 -0.2850
H -1.573 -4.429 -3.473 0.1709 0.7909 -0.6116
H 4.107 -2.193 -4.801 -0.1421 -0.0177 -0.2996
H 1.981 -0.035 3.777 0.0113 0.1631 -0.0424
H -1.906 5.039 -0.665 -0.0834 0.0918 0.0897
H -6.704 2.183 -0.062 0.1293 -0.2964 0.0894
H -3.694 4.082 -2.538 -0.2685 -0.1736 0.1255
H -0.280 -3.919 1.611 -0.2668 -0.0601 -0.2021
H 2.660 4.488 5.909 -0.0736 0.0629 -0.0395
H 1.155 0.543 -3.301 0.1217 0.1982 -0.1093
H -0.805 6.014 -1.673 0.0947 -0.1670 -0.2119
H 2.190 4.227 -6.357 -0.4339 0.3222 -0.2457
H -2.338 0.515 4.354 -0.1108 -0.2074 0.3815
H -1.958 4.565 2.743 -0.6042 0.1217 -0.3177
H -0.339 4.367 -1.104 0.2158 0.0984 -0.1635
H -3.899 2.270 -5.906 0.0660 -0.0015 -0.3459
H 1.093 3.958 5.231 0.0015 0.0262 0.0957
H -5.659 0.930 2.787 -0.7827 0.0412 0.0151
H -1.778 3.003 3.498 -0.2864 -0.0911 0.0205
H -1.646 4.417 -3.531 0.6054 -0.0738 0.0283
H -5.285 2.570 -1.103 0.0903 -0.2023 0.0535
H 1.724 -0.720 -4.404 -0.0814 -0.1351 -0.1895
H 1.673 -0.032 0.875 -0.3490 -0.5858 0.0662
H 2.721 -4.017 4.261 0.2591 -0.0760 -0.2137
H -2.642 -1.708 2.383 0.0163 -0.5330 -0.5116
H 0.566 -1.215 1.569 0.0664 0.1611 0.0867
H 1.303 -1.340 -1.125 0.2557 0.5404 0.1533
H 5.458 -4.297 -0.710 -0.0687 -0.4539 -0.1186
```
Positions in Å, forces in eV/Å.

As for the total energy: -4254.84463 hartree. Its LUMO energy is 0.0159 Ha. For the energy relative to the best compared isomer or geometry (same formula, charge and spin), the calculation gives 0.0 kJ/mol. Its maximum force is 3.8 eV/A.